No. 1
Formula: C36H42BBeF4N6O2
Source: the OMol25 dataset
Level of theory: wB97M-V/def2-TZVPD

For the relative energy (zero: lowest compared OMol25 entry of this formula, charge and spin), the calculation gives 1.5760 eV. The frontier orbital gap comes out at 6.4463 eV. For the HOMO energy, the calculation gives -11.24 eV. The value obtained for the LUMO energy is -4.8 eV. As for the charge: +1. Its total energy is -62992.7064 eV.

Positions of all 92 atoms, in Å:
Be  -1.340  0.925  1.803
B  -0.435  -0.077  -0.763
F  -0.003  -0.571  0.448
F  0.690  0.252  -1.446
F  -1.058  -1.109  -1.416
F  -1.279  1.001  -0.668
N  0.233  3.023  1.137
C  0.060  3.818  0.041
C  0.708  5.025  -0.154
C  1.531  5.464  0.849
C  1.753  4.646  2.026
C  1.068  3.421  2.088
H  -0.724  3.542  -0.649
H  0.721  5.551  -1.098
H  2.045  6.409  0.759
H  2.452  4.949  2.791
H  1.410  2.816  2.915
N  3.849  2.786  -0.162
C  3.780  1.833  -1.096
C  4.749  1.494  -2.033
C  5.931  2.175  -2.070
C  5.989  3.280  -1.172
C  4.965  3.518  -0.242
H  2.790  1.404  -1.045
H  4.495  0.733  -2.756
H  6.693  1.911  -2.788
H  6.756  4.033  -1.068
H  5.106  4.377  0.398
N  -3.704  0.203  1.114
C  -4.559  -0.457  1.973
C  -5.805  -0.883  1.595
C  -6.308  -0.605  0.337
C  -5.532  0.046  -0.598
C  -4.256  0.407  -0.205
H  -4.248  -0.741  2.968
H  -6.511  -1.355  2.262
H  -7.290  -0.962  0.064
H  -5.845  0.248  -1.612
H  -3.684  0.891  -0.983
N  2.636  -3.169  1.023
C  3.828  -3.517  1.554
C  5.031  -3.048  1.094
C  5.098  -2.299  -0.049
C  3.881  -1.932  -0.683
C  2.697  -2.301  -0.073
H  3.663  -4.268  2.312
H  5.980  -3.308  1.540
H  5.994  -1.902  -0.504
H  3.883  -1.418  -1.632
H  1.790  -1.985  -0.567
N  -1.652  -1.301  2.886
C  -1.611  -2.318  1.952
C  -1.013  -3.546  2.271
C  -0.724  -3.808  3.612
C  -1.006  -2.880  4.604
C  -1.468  -1.647  4.196
H  -1.619  -2.005  0.918
H  -0.688  -4.250  1.519
H  -0.203  -4.728  3.834
H  -0.695  -3.165  5.598
H  -1.558  -0.846  4.914
N  -4.921  -3.931  -1.740
C  -3.700  -3.725  -2.299
C  -3.510  -3.892  -3.668
C  -4.543  -4.416  -4.516
C  -5.800  -4.653  -3.876
C  -5.966  -4.366  -2.509
H  -2.909  -3.249  -1.739
H  -2.524  -3.547  -3.941
H  -4.359  -4.641  -5.556
H  -6.582  -4.999  -4.536
H  -6.909  -4.372  -1.981
C  0.173  3.660  -3.396
C  -1.305  3.912  -3.381
O  -1.719  5.045  -3.262
C  -2.225  2.863  -3.929
H  0.395  2.663  -3.017
H  0.856  4.376  -2.938
H  0.533  3.533  -4.416
H  -1.771  2.424  -4.818
H  -3.209  3.293  -4.118
H  -2.396  1.970  -3.328
C  3.004  0.471  2.071
C  2.010  0.098  3.060
O  0.793  0.388  2.955
C  2.404  -0.876  4.173
H  3.548  -0.417  1.750
H  3.547  1.323  2.480
H  2.284  0.746  1.299
H  3.347  -1.403  4.030
H  1.603  -1.612  4.109
H  2.410  -0.448  5.175

=====

No. 2
Formula: C8H13ClN2O4
Source: the OMol25 dataset
Level of theory: wB97M-V/def2-TZVPD

For the relative energy (zero: lowest compared OMol25 entry of this formula, charge and spin), the calculation gives 0.7742 eV. The frontier orbital gap comes out at 9.7247 eV. For the HOMO energy, the calculation gives -9.10 eV. The value obtained for the LUMO energy is 0.6 eV. Its total energy is -32195.2870 eV.

Positions of all 28 atoms, in Å:
C  2.275  1.452  1.714
C  1.760  1.013  0.383
Cl  2.846  1.707  -1.102
N  0.416  1.374  0.177
C  -0.295  1.008  -1.053
C  -1.643  0.332  -0.910
C  -1.874  -0.863  0.063
C  -1.000  -2.162  -0.079
C  0.434  -1.859  -0.201
N  0.948  -1.161  0.663
O  0.632  -1.029  1.852
O  2.114  -0.388  0.154
H  1.579  2.258  2.086
H  3.270  1.890  1.765
H  2.009  0.649  2.338
H  -0.088  2.028  0.768
H  0.468  0.327  -1.641
H  -0.620  1.963  -1.605
H  -1.977  0.079  -1.815
H  -2.285  1.102  -0.384
H  -1.782  -0.508  1.166
H  -2.913  -1.310  -0.238
H  -1.160  -2.700  0.855
H  -1.217  -2.883  -0.899
H  0.959  -1.957  -1.163
O  5.180  -1.034  -1.393
C  5.007  -1.272  -0.280
O  4.844  -1.527  0.822

=====

- Which of these has the lowest frontier orbital gap?
  C36H42BBeF4N6O2

=====

- The highest frontier orbital gap belongs to which entry?
  C8H13ClN2O4